Molecular formula: C35H44AsN9O5STi
Method: DFT, the ωB97M-V functional and the def2-TZVPD basis

For the lowest unoccupied orbital energy (spin up / spin down), the calculation gives -3.233 / -3.266 eV. The value obtained for the energy relative to the best compared isomer or geometry (same formula, charge and spin) is 0.584 eV. The spin multiplicity is 2. The HOMO-LUMO gap (spin up / spin down) is 6.918 / 6.893 eV. As for the HOMO energy (spin up / spin down): -10.15 / -10.16 eV. The largest force on an atom comes out at 0.0142 hartree/bohr. As for the expectation value of S²: 0.75. The total charge is +1.

Last column: Mulliken charge in e.
CARTESIAN COORDINATES (ANGSTROEM)
Ti  0.26301  0.71916  0.18085  -0.43
C  3.19416  1.63905  3.20952  -1.61
C  2.00475  0.94063  2.61551  0.60
O  1.66532  1.34713  1.43690  -0.20
C  1.30214  0.01613  3.35868  -1.71
C  -0.04243  -0.33298  3.07998  1.04
C  -0.88527  -0.83964  4.21497  -1.69
N  -0.58841  -0.09470  1.91083  2.00
N  -1.99089  0.05377  1.96810  -0.82
C  -2.27657  1.09448  1.26104  -0.12
O  -1.36935  1.74012  0.55190  -0.27
C  -3.65654  1.63263  1.19732  0.80
C  -4.72509  0.89368  1.70147  -0.34
C  -6.01547  1.39009  1.61350  -0.77
C  -6.24425  2.63077  1.03209  -0.44
C  -5.17909  3.37367  0.54112  -0.87
C  -3.88587  2.87692  0.61486  -0.58
H  3.93564  1.84939  2.43988  0.26
H  2.86559  2.59275  3.62768  0.35
H  3.64935  1.05832  4.01012  0.45
H  1.68222  -0.23561  4.33906  0.49
H  -0.24880  -1.25555  4.99374  0.50
H  -1.46038  -0.01927  4.64664  0.36
H  -1.60239  -1.58216  3.86957  0.31
H  -4.53153  -0.06532  2.16391  0.48
H  -6.84410  0.81410  2.00381  0.43
H  -7.25163  3.02149  0.97141  0.42
H  -5.35383  4.34943  0.10578  0.45
H  -3.04970  3.45106  0.23687  0.86
S  0.64387  -4.41334  -5.63527  0.16
N  -0.65625  -3.76968  -4.93155  -0.70
C  -0.21520  -2.90767  -4.02858  0.79
C  -1.04014  -2.12453  -3.13851  0.46
C  -2.42926  -2.22503  -3.09842  -0.79
C  -3.11629  -1.46209  -2.18366  -1.21
C  -2.40515  -0.62823  -1.32540  -0.02
N  -1.08146  -0.53173  -1.33554  1.27
C  -0.40079  -1.25455  -2.24394  -0.64
C  1.04568  -1.12159  -2.23847  -0.70
N  1.57182  -0.23254  -1.38096  1.28
C  2.89003  -0.14148  -1.27743  -0.58
C  3.76067  -0.89905  -2.05115  -1.32
C  3.23727  -1.79168  -2.95843  -0.73
C  1.85241  -1.91983  -3.05868  0.62
C  1.19801  -2.82174  -3.97758  0.72
N  1.80318  -3.62105  -4.84194  -0.70
H  -2.93232  -2.90092  -3.77712  0.57
H  -4.19354  -1.50660  -2.10310  0.64
H  -2.93412  -0.03167  -0.59701  -0.18
H  3.25832  0.56194  -0.54139  0.38
H  4.82714  -0.77612  -1.92911  0.58
H  3.87091  -2.40062  -3.58961  0.56
C  2.55089  2.79353  -3.02867  -1.14
As  1.90613  3.17418  -1.21775  0.99
C  1.40348  5.03740  -1.49750  -1.31
C  3.62319  3.47229  -0.32540  -1.23
H  3.03618  3.67452  -3.44863  0.46
H  1.70300  2.51630  -3.65389  0.21
H  3.26701  1.97231  -3.01882  0.33
H  2.28880  5.62086  -1.75104  0.45
H  0.93116  5.44066  -0.60465  0.38
H  0.68133  5.08167  -2.30820  0.38
H  4.30104  4.03924  -0.96300  0.47
H  4.08566  2.52254  -0.05894  0.21
H  3.44623  4.02868  0.59442  0.37
C  -0.58531  -3.16864  0.83475  -0.96
N  0.48987  -3.32232  1.79585  0.34
C  0.30098  -4.31316  2.84730  -0.72
C  1.29097  -4.10372  3.97341  -0.42
C  2.67620  -3.93370  3.38498  -0.78
N  2.66932  -2.82125  2.45305  0.41
C  3.90145  -2.08241  2.28339  -0.78
C  1.60599  -2.56109  1.64525  -0.27
O  1.66265  -1.66750  0.78230  -0.23
H  -1.21863  -4.05340  0.88687  0.53
H  -0.18025  -3.09533  -0.17448  0.15
H  -1.19534  -2.28540  1.03710  0.17
H  0.40825  -5.32127  2.43037  0.38
H  -0.72200  -4.22520  3.22030  0.46
H  1.26087  -4.94940  4.65955  0.40
H  1.02979  -3.20568  4.53669  0.03
H  3.00504  -4.85667  2.89148  0.25
H  3.40325  -3.71088  4.16705  0.47
H  4.69200  -2.72187  1.88059  0.37
H  4.23412  -1.68583  3.24546  0.33
H  3.72689  -1.25688  1.60110  -0.04
N  -3.33799  1.79058  -3.80719  -0.61
C  -3.26511  2.98046  -2.95844  -0.25
C  -1.86321  3.16856  -2.38461  0.58
O  -1.55877  4.09237  -1.68333  -0.58
O  -0.99570  2.21753  -2.74728  -0.39
H  -3.58607  2.01493  -4.76046  0.20
H  -4.01124  1.12067  -3.46285  0.18
H  -1.51667  1.61961  -3.33729  0.33
H  -3.95039  2.92979  -2.11121  0.04
H  -3.51051  3.89319  -3.50185  0.43


Molecular formula: C7H15N2
Method: DFT, the ωB97M-V functional and the def2-TZVPD basis

For the lowest unoccupied orbital energy, the calculation gives -5.517 eV. The value obtained for the energy relative to the best compared isomer or geometry (same formula, charge and spin) is 5.576 eV. The HOMO-LUMO gap is 6.232 eV. As for the HOMO energy: -11.75 eV. The largest force on an atom comes out at 0.0701 hartree/bohr. The total charge is +1.

Last column: Mulliken charge in e.
CARTESIAN COORDINATES (ANGSTROEM)
C  0.39974  -1.06872  -1.95496  0.79
C  0.49027  0.00969  -2.66377  0.56
C  -0.95462  -1.10634  -1.13575  -1.19
C  -0.72399  -1.01155  0.42244  -0.02
C  -0.18888  0.34610  0.68162  -0.82
C  1.26713  -2.18117  -1.57975  -1.26
C  0.34360  1.11300  -3.48294  -1.17
N  -0.64797  0.82542  1.79698  -0.11
N  0.20968  2.34613  4.69374  -0.71
H  -1.56685  -0.33839  -1.55752  0.52
H  -1.41433  -2.07426  -1.26603  0.34
H  -1.72396  -1.33329  0.93436  0.41
H  0.09681  -1.75015  0.77690  0.28
H  1.52755  -2.87155  -2.53195  0.36
H  0.68496  -2.88794  -0.95929  0.35
H  2.15864  -1.74545  -1.10444  0.33
H  -0.61372  1.61207  -3.37414  0.36
H  0.41622  0.90710  -4.50931  0.38
H  0.95845  1.97733  -3.14437  0.34
H  -1.06590  0.37873  2.57868  0.22
H  -0.20785  1.63805  2.06074  0.32
H  0.61195  3.20791  5.00218  0.24
H  0.68060  1.61529  5.20827  0.24
H  -0.73754  2.39199  5.10832  0.24